A 2-piece molecular cluster, C14H16 overall at a distorted geometry, computed with ωB97M-V/def2-TZVPD.

CARTESIAN COORDINATES (ANGSTROEM)
C1 -0.70404 2.19567 3.93448
C2 1.38473 -0.86933 1.80363
C3 0.87588 -1.15648 3.09040
C4 1.13045 0.33714 1.19542
C5 0.06490 -0.20952 3.63734
C6 0.45020 1.41378 1.87996
C7 -0.12632 1.07841 3.08006
H1 1.94761 -1.59253 1.22657
H2 0.99229 -2.08796 3.62512
H3 1.60746 0.35136 0.22378
H4 -0.33064 -0.34970 4.64024
H5 0.56815 2.32957 1.32158
H6 -0.67474 3.10363 3.33874
H7 -0.26658 2.34845 4.91764
H8 -1.73978 1.88289 4.12181
C8 1.33219 -0.31774 -4.22438
C9 -0.04051 -1.74362 -2.69620
C10 0.07923 -0.54706 -3.37646
C11 -0.99203 -1.80766 -1.67749
C12 -0.79600 0.49799 -3.16265
C13 -1.90737 -0.78923 -1.43918
C14 -1.77906 0.40956 -2.16511
H9 0.73049 -2.50141 -2.71931
H10 -1.07504 -2.70398 -1.07050
H11 1.16717 -0.77303 -5.19802
H12 2.21090 -0.82357 -3.80499
H13 -0.81963 1.28582 -3.90873
H14 -2.70815 -0.92039 -0.72673
H15 -2.26647 1.24728 -1.67970
H16 1.68473 0.71164 -4.18734

Atomic forces in eV per Å
-1.07 -0.98 -0.59
-0.37 -0.57 0.46
-0.35 0.13 -1.09
0.09 0.09 0.85
-0.25 1.14 0.79
1.55 -2.83 -2.00
1.03 1.11 0.95
0.06 -0.15 0.24
0.34 -0.13 -0.22
-0.33 1.00 -0.22
-0.11 -0.14 -0.11
-0.79 0.63 0.67
-0.19 0.21 0.28
0.44 -0.12 -0.13
-0.08 0.57 0.06
-0.08 -0.65 0.51
-0.19 0.66 1.78
1.67 -0.05 -0.52
-0.81 -0.89 -0.30
-1.34 0.06 0.06
0.76 0.47 -0.84
0.57 -0.86 0.95
-0.03 -0.09 -0.39
0.10 -0.04 -0.09
0.27 0.58 -0.43
-0.41 -0.39 0.14
0.41 0.53 0.57
0.19 0.14 0.31
-0.49 0.32 -1.02
-0.59 0.21 -0.69

Properties
HOMO energy: -8.89 eV
SMILES: Cc1ccccc1.Cc1ccccc1
largest force on an atom: 3.8 eV/A
gap between HOMO and LUMO: 9.81 eV
molar mass: 184.28 g mol⁻¹
relative energy (zero: lowest compared OMol25 entry of this formula, charge and spin): 1.336 eV
total charge: 0